(1)
{"formula": "C39H63F17N8O8S3Si", "method": "ωB97M-V/def2-TZVPD", "largest_force_ev_per_a": 7.8, "gap_ev": 7.81, "elements": ["S", "S", "S", "Si", "F", "F", "F", "F", "F", "F", "F", "F", "F", "F", "F", "F", "F", "F", "F", "F", "F", "O", "O", "O", "O", "O", "O", "O", "O", "N", "N", "N", "N", "N", "N", "N", "N", "C", "C", "C", "C", "C", "C", "C", "C", "C", "C", "C", "C", "C", "C", "C", "C", "C", "C", "C", "C", "C", "C", "C", "C", "C", "C", "C", "C", "C", "C", "C", "C", "C", "C", "C", "C", "C", "C", "C", "H", "H", "H", "H", "H", "H", "H", "H", "H", "H", "H", "H", "H", "H", "H", "H", "H", "H", "H", "H", "H", "H", "H", "H", "H", "H", "H", "H", "H", "H", "H", "H", "H", "H", "H", "H", "H", "H", "H", "H", "H", "H", "H", "H", "H", "H", "H", "H", "H", "H", "H", "H", "H", "H", "H", "H", "H", "H", "H", "H", "H", "H", "H"], "xyz": [[0.6475, 1.1807, -0.5684], [1.0005, -6.4495, -1.5598], [2.5558, 3.0377, 0.7410], [-3.1607, -1.9169, 0.4529], [-0.5307, -0.8714, -6.0306], [-0.8029, 1.4142, -5.1933], [-6.1092, 0.0221, -2.8245], [-5.7652, 1.4679, -4.3677], [-4.8837, 3.1690, -2.9097], [-7.0782, 0.2588, -0.3390], [-3.1914, 2.1024, -4.7833], [0.1431, -1.1322, -4.0039], [-1.1909, 0.9075, -3.1457], [-3.1574, 0.3124, -5.9832], [-3.6146, 1.8815, -1.7772], [-4.5285, -0.9596, -4.4872], [-1.8473, -1.8256, -4.6126], [-5.5759, 3.3490, -0.4993], [-6.6054, 1.8004, 1.0670], [-3.3507, -0.5372, -2.7528], [-7.0942, 2.4243, -1.7212], [-3.3362, -2.0773, 2.1092], [8.5847, 6.1579, 2.8627], [-0.1995, -3.9437, 1.1265], [3.4315, -1.9495, -1.3594], [-3.1329, -5.4738, 2.2118], [6.0075, 2.8361, 0.0080], [3.2217, -5.9685, -3.0575], [-2.0871, 7.5752, 0.9415], [8.2913, 8.3335, 3.3144], [-3.9368, 6.4326, 0.3927], [3.1069, 0.4526, 0.3531], [-2.3446, -6.4425, 4.0664], [3.3810, -5.2900, -0.9886], [4.5762, -5.0165, -1.6289], [-0.2463, -6.1626, 0.7887], [6.9636, 3.9634, -1.6794], [2.3601, -0.8023, 0.5181], [-1.4753, 0.5525, -4.4009], [-6.1042, 1.1210, -0.0094], [-4.1571, 8.7541, 1.1561], [0.3137, -7.4683, 0.4968], [7.5804, 9.5093, 3.7822], [-4.8704, 1.9930, -2.2351], [-0.9265, -0.8723, -4.7442], [-1.6610, -0.8742, -0.0392], [-3.3008, 7.5534, 0.8268], [2.2435, 1.5435, 0.2276], [-4.7516, -1.0669, -0.0921], [-3.1504, -3.6374, -0.3108], [6.4946, 3.8761, -0.4040], [4.4951, -1.1096, -0.9400], [-3.3605, -6.1096, 3.2298], [4.4206, -5.4360, -2.8201], [-5.3609, 6.2251, 0.1970], [-4.7543, -6.5497, 3.6072], [-1.0569, -0.2007, 1.2015], [6.4723, 6.7620, 3.8118], [-4.8613, 0.3667, 0.4527], [-2.9818, 0.7826, -4.7364], [7.8620, 7.0430, 3.2909], [-5.2002, 0.8936, -3.2997], [4.0779, 0.3342, -0.7689], [2.6031, -5.8432, -1.8332], [7.5681, 5.1069, -2.3359], [0.4096, -4.9770, 0.8703], [-2.4101, -7.1863, 5.3111], [-1.4593, -5.3897, -1.1364], [-3.9816, 0.0510, -3.7783], [-0.1317, -5.0412, -1.8309], [6.5990, 5.1047, 0.4627], [1.8989, -4.9746, 0.6214], [2.1902, -1.5677, -0.7923], [-0.4659, 1.1888, 0.8950], [-1.8307, -4.3938, -0.0124], [-5.9166, 2.1999, -1.1081], [-1.2425, -6.0915, 0.9563], [-4.8576, 8.5173, 1.9578], [7.4831, 10.2277, 2.9665], [-3.4282, -7.4823, 5.5378], [1.3884, -0.6513, 0.9615], [-5.6957, 5.4021, 0.8276], [-1.3618, -6.3749, -0.6804], [2.2512, -3.9540, 0.7202], [0.1121, -8.1475, 1.3282], [-0.2826, -4.9242, -2.8965], [-4.9852, 0.2429, 1.5241], [-0.9898, -3.7180, 0.1296], [-5.5511, -1.6476, 0.3625], [-5.0475, -6.1156, 4.5636], [5.7261, 7.2998, 3.2255], [7.6400, 5.4021, 0.5873], [1.6409, -2.4766, -0.5550], [-3.3409, -3.5045, -1.3778], [3.6609, 0.7511, -1.6867], [-0.9328, -1.5481, -0.4791], [5.2707, -1.1735, -1.6948], [-4.7089, 9.0848, 0.2754], [-4.9122, -1.1286, -1.1636], [-4.8092, -7.6372, 3.6677], [5.1721, -5.4004, -3.5839], [-3.5102, 9.5609, 1.4854], [7.6191, 5.9587, -1.6673], [0.0735, 1.5632, 1.7561], [-1.9798, -4.9262, 0.9210], [-0.2897, -0.8623, 1.5916], [-2.6313, -2.6153, 2.4906], [2.4286, -5.5989, 1.3432], [6.2780, 5.6975, 3.7300], [8.5782, 4.8515, -2.6616], [-5.9267, 7.1157, 0.4470], [6.5912, 9.2510, 4.1430], [6.9793, 5.3798, -3.2138], [-5.5481, 5.9647, -0.8455], [-5.4451, -6.2075, 2.8433], [-0.1553, -7.8744, -0.4012], [6.8630, 3.1098, -2.2040], [-1.4440, -6.1122, 3.7531], [-1.8077, -0.0572, 1.9739], [6.1879, 4.8767, 1.4396], [-2.0310, -6.5683, 6.1264], [-1.7894, -8.0807, 5.2366], [8.1414, 9.9785, 4.5922], [6.0284, 5.9260, 0.0240], [2.9162, -1.4282, 1.2139], [-2.2393, -5.4588, -1.8853], [4.9628, 0.8994, -0.4983], [4.8913, -1.4876, 0.0040], [6.3905, 7.0517, 4.8599], [-3.9719, -4.2305, 0.0809], [2.1082, -5.3196, -0.3918], [9.2249, 8.4514, 2.9548], [-3.9384, 0.9277, 0.3327], [-1.2861, 1.8518, 0.6359], [0.3081, -4.1453, -1.4099], [-2.0136, -0.1484, -0.7675], [-3.3108, 5.6693, 0.1904], [1.3850, -7.4107, 0.3389], [1.6021, -1.0283, -1.5296]], "forces_ev_per_angstrom": [[-0.3, 0.6, 0.3], [0.4, 0.5, -4.9], [0.2, 0.1, 0.0], [-0.6, -0.9, -0.4], [-0.2, -0.1, 0.4], [0.0, 0.0, -0.1], [0.2, 0.0, 0.4], [0.1, 0.0, -0.2], [-0.1, 0.1, 0.0], [-0.2, -0.1, -0.6], [-0.1, 0.1, 0.5], [-0.3, -0.2, 0.3], [-0.2, -0.3, 0.2], [-0.1, 0.0, -0.1], [0.1, -0.5, 0.4], [-0.1, 0.1, -0.1], [0.2, 0.1, 0.4], [0.4, 0.0, 0.1], [-0.1, 0.4, 0.0], [0.2, 0.4, 0.2], [-0.1, -0.1, -0.2], [0.4, 0.2, -0.1], [0.0, 0.0, 0.0], [5.7, 0.7, 5.3], [0.1, -0.1, -0.1], [-0.4, -0.3, 0.4], [0.1, 0.0, -0.1], [-0.5, -0.2, 0.0], [0.0, 0.1, 0.0], [-0.2, 0.0, 0.1], [-0.1, 0.2, 0.1], [-0.9, -0.3, -0.5], [-0.3, 0.0, -0.1], [4.9, 0.2, -2.1], [0.4, 0.0, 0.1], [1.4, -0.7, 2.2], [0.0, 0.2, 0.1], [0.5, -0.6, -0.4], [0.2, 0.6, -0.3], [0.5, -0.2, 1.1], [0.0, 0.0, 0.0], [-0.6, -0.9, 2.3], [0.4, 0.0, -0.2], [-0.2, 1.0, -0.8], [0.4, 0.2, -0.9], [-0.6, -0.5, 0.9], [0.2, -0.1, 0.0], [-0.2, 0.1, 0.3], [0.1, 0.3, 0.4], [0.3, 0.2, 0.2], [-0.1, -0.1, 0.1], [-0.3, 0.0, 0.0], [0.1, -0.2, 0.4], [0.6, 0.1, -0.3], [0.4, -0.2, 0.0], [0.0, 0.0, -0.1], [0.3, 0.6, -0.7], [0.0, 0.0, 0.0], [-0.1, -0.7, 0.1], [0.6, -0.4, -0.1], [0.1, -0.1, 0.0], [-0.1, -0.1, 0.2], [0.6, 0.2, 0.6], [0.2, -0.5, -2.9], [-0.1, -0.4, -0.2], [2.3, -0.7, 1.9], [0.3, 0.2, -0.2], [-0.7, 0.2, -0.4], [-0.6, -0.6, -0.7], [0.0, -0.3, -0.4], [0.0, 0.0, -0.1], [-2.8, 0.4, 1.8], [-0.1, -0.4, 0.3], [-0.2, -0.7, -0.3], [-4.7, -0.1, -4.3], [-0.3, -0.2, 0.0], [0.7, -0.6, 0.5], [-0.1, 0.0, -0.1], [-0.1, 0.1, 0.1], [0.0, 0.0, 0.0], [0.1, 0.2, 0.1], [-0.2, 0.1, 0.0], [-0.6, 0.1, -1.1], [0.1, 0.0, 0.0], [-0.2, -0.1, 0.3], [0.1, 0.2, -0.1], [-0.1, 0.2, 0.2], [-2.5, 0.6, -2.4], [-0.2, -0.1, 0.0], [0.0, -0.1, 0.0], [0.0, 0.0, 0.1], [0.0, 0.1, 0.0], [-0.1, -0.2, -0.1], [0.1, 0.0, -0.3], [-0.1, -0.1, -0.2], [0.2, 0.1, -0.4], [0.1, 0.0, -0.1], [-0.1, 0.0, 0.1], [0.2, -0.1, 0.0], [0.0, 0.0, 0.1], [-0.1, -0.1, -0.4], [0.1, 0.0, 0.0], [0.0, 0.0, 0.0], [0.1, 0.4, 0.0], [-0.5, 1.2, -0.8], [-0.1, -0.1, 0.3], [-0.2, 0.0, 0.1], [0.0, -0.1, -0.2], [0.1, 0.0, 0.0], [0.0, 0.1, 0.0], [0.1, 0.0, 0.0], [0.0, 0.0, 0.0], [0.1, 0.1, 0.0], [-0.2, 0.0, 0.0], [0.1, 0.0, 0.0], [0.0, -0.5, 0.5], [0.0, 0.0, 0.0], [0.0, 0.0, 0.0], [0.0, 0.0, 0.3], [0.0, -0.1, 0.0], [-0.1, -0.1, 0.1], [-0.1, 0.0, 0.1], [-0.1, 0.1, 0.0], [0.1, 0.1, 0.0], [0.1, -0.1, 0.1], [-0.2, 0.1, -0.3], [0.1, 0.3, -0.1], [0.2, 0.0, 0.1], [-0.1, 0.1, 0.0], [-0.4, 0.1, 0.1], [-2.3, 1.2, 4.3], [0.0, 0.0, 0.0], [-0.1, 0.3, -0.2], [0.0, 0.3, 0.1], [0.2, 0.2, 0.0], [0.2, 0.1, -0.2], [0.0, 0.0, 0.0], [-0.3, -0.4, 0.7], [0.0, 0.2, 0.0]]}

(2)
{"formula": "C25H22N2O7S", "method": "ωB97M-V/def2-TZVPD", "de_lowest_kcal_mol": 118.8, "largest_force_ev_per_a": 1.2, "gap_ev": 7.91, "elements": ["S", "O", "O", "O", "O", "O", "O", "O", "N", "N", "C", "C", "C", "C", "C", "C", "C", "C", "C", "C", "C", "C", "C", "C", "C", "C", "C", "C", "C", "C", "C", "C", "C", "C", "C", "H", "H", "H", "H", "H", "H", "H", "H", "H", "H", "H", "H", "H", "H", "H", "H", "H", "H", "H", "H", "H", "H"], "xyz": [[-0.9405, -0.5889, 1.8778], [0.6055, -6.3037, -1.3538], [-0.1527, 2.5115, -0.1185], [5.9183, 2.4553, -0.6934], [-1.7663, -1.7559, 1.7592], [1.5928, -5.6755, 0.4463], [-0.6453, -0.1080, 3.1961], [-5.4692, 0.5185, 0.4400], [0.9391, -5.4612, -0.5502], [0.8266, 0.5633, 0.4884], [-5.7720, 2.4497, -0.9892], [-3.5827, 1.8019, -0.1664], [4.7046, 1.9828, -0.3260], [-0.4901, -2.4800, -2.2269], [-0.1190, -3.7906, -1.9922], [-0.2597, 1.3856, 0.3264], [-3.8338, 3.7374, -1.5946], [-0.2171, -1.4972, -1.2896], [-6.8540, 0.2606, 0.4248], [4.3732, 1.5299, 0.9486], [0.4393, -1.8080, -0.1013], [2.1386, 1.0436, 0.2077], [-5.1995, 3.5153, -1.6615], [3.7303, 1.9616, -1.3278], [-3.0364, 2.8897, -0.8531], [0.5348, -4.0969, -0.8058], [3.0952, 1.0690, 1.2096], [0.8148, -3.1220, 0.1396], [8.1745, 3.1254, -0.4140], [-2.8054, 0.8948, 0.6402], [2.4618, 1.4945, -1.0665], [0.6601, -0.7792, 0.9532], [-1.4847, 0.7356, 0.8060], [-4.9841, 1.5846, -0.2379], [6.9507, 2.5394, 0.2719], [7.9402, 4.1087, -0.8122], [-0.9986, -2.2208, -3.1422], [-6.8382, 2.3018, -1.0543], [-7.4223, 1.0918, 0.8530], [1.3160, -3.4029, 1.0535], [8.9906, 3.2128, 0.2972], [-5.8310, 4.1764, -2.2363], [-3.3936, 4.5740, -2.1140], [-0.5150, -0.4782, -1.4873], [3.9984, 2.3207, -2.3084], [2.8398, 0.7439, 2.2074], [-3.4041, 0.1793, 1.1949], [-6.9903, -0.6253, 1.0428], [-7.2130, 0.0533, -0.5878], [1.4513, -1.0634, 1.6479], [7.1788, 1.5399, 0.6671], [-1.9768, 3.0711, -0.7782], [1.7138, 1.4899, -1.8430], [8.4827, 2.4841, -1.2350], [6.6361, 3.1847, 1.1033], [-0.3220, -4.5760, -2.7037], [5.0960, 1.5403, 1.7486]], "forces_ev_per_angstrom": [[0.1, -0.2, 0.1], [-0.1, -0.3, -0.2], [-0.1, 0.0, -0.1], [0.0, 0.0, -0.2], [-0.1, 0.0, -0.2], [0.2, -0.1, 0.3], [0.2, 0.3, 0.1], [0.4, 0.1, 0.0], [0.1, -0.4, 0.0], [0.5, 0.3, -0.1], [-0.2, -0.2, 0.1], [-0.4, 0.2, -0.1], [-0.3, -0.1, 0.0], [0.0, 0.1, 0.1], [0.1, -0.3, 0.2], [0.1, 0.6, -0.2], [-0.1, 0.1, -0.1], [0.2, 0.0, 0.1], [-0.3, -0.1, 0.0], [0.4, 0.1, -0.1], [0.1, -0.4, -0.5], [0.3, 0.1, 0.0], [0.2, 0.0, 0.1], [0.2, 0.0, 0.1], [-0.1, -0.1, 0.0], [-0.4, 1.2, -0.2], [-0.3, 0.0, -0.2], [0.0, -0.1, -0.1], [-0.4, -0.2, 0.1], [0.2, -0.3, 0.2], [0.1, -0.1, 0.1], [-1.1, 0.0, 0.4], [0.0, -0.7, 0.6], [0.3, 0.2, -0.1], [0.3, 0.1, 0.2], [0.0, 0.1, 0.0], [0.0, 0.0, -0.1], [-0.1, -0.1, 0.0], [0.0, 0.0, 0.0], [0.0, 0.0, 0.1], [0.1, 0.0, 0.1], [-0.1, 0.0, 0.0], [0.1, 0.1, 0.0], [0.0, 0.1, -0.1], [0.0, 0.0, -0.1], [0.0, 0.0, 0.1], [0.0, -0.1, 0.0], [0.0, 0.1, -0.1], [0.0, 0.0, 0.0], [-0.2, 0.0, 0.1], [-0.1, 0.1, 0.0], [0.1, 0.0, 0.0], [-0.1, 0.0, -0.1], [0.1, 0.0, -0.1], [0.0, -0.1, -0.1], [0.0, 0.0, 0.0], [0.1, 0.0, 0.0]]}